Density functional theory data (ωB97M-V with the def2-TZVPD basis set) for C72H75BrNO4P2RbSi as an isolated structure.

As for the charge: -2. For the LUMO energy (alpha / beta), the calculation gives 3.12 / 3.12 eV. The calculation puts the HOMO energy (alpha / beta) at -0.0392 / -0.0392 Ha. For the HOMO-LUMO gap (alpha / beta), the calculation gives 4.2 / 4.2 eV.

Atoms and positions in Å:
Rb  -0.2504  -0.2351  0.1546
C  -0.8914  2.3472  -3.2270
Si  -2.1769  1.3274  -2.1746
C  -3.6984  1.4236  -3.4259
C  -4.2268  2.6944  -3.7035
C  -5.3040  2.9038  -4.5476
C  -5.9218  1.8179  -5.1521
C  -5.4270  0.5512  -4.9060
C  -4.3163  0.3410  -4.0751
P  -3.8742  -1.4562  -4.1210
C  -2.6964  -1.4208  -5.5394
C  -2.7482  -2.4608  -6.4641
C  -1.8711  -2.4962  -7.5404
C  -0.9319  -1.4876  -7.6974
C  -0.8757  -0.4438  -6.7824
C  -1.7573  -0.4062  -5.7135
C  -2.7652  -1.9320  -2.7449
C  -1.4260  -2.2870  -2.9130
C  -0.7312  -2.8905  -1.8829
C  -1.3513  -3.1529  -0.6653
C  -2.6911  -2.8374  -0.4988
C  -3.4003  -2.2620  -1.5436
C  -2.8011  2.6902  -0.9484
C  -2.5149  4.0590  -0.9903
C  -3.0754  4.9439  -0.0834
C  -3.9454  4.4826  0.8998
C  -4.2130  3.1282  1.0004
C  -3.6291  2.2387  0.0992
P  -3.8869  0.4265  0.1422
C  -5.6506  0.3100  -0.3552
C  -6.3610  -0.8747  -0.1279
C  -7.6455  -1.0414  -0.6178
C  -8.2492  -0.0300  -1.3547
C  -7.5600  1.1504  -1.5844
C  -6.2760  1.3196  -1.0862
C  -4.0390  0.1331  1.9625
C  -5.2058  0.0868  2.7236
C  -5.1535  -0.2135  4.0784
C  -3.9369  -0.4748  4.6933
C  -2.7657  -0.4177  3.9518
C  -2.8215  -0.1119  2.6017
H  -1.3484  3.1270  -3.8529
H  -0.3060  1.6924  -3.8780
H  -0.1783  2.8227  -2.5455
H  -3.7712  3.5562  -3.2278
H  -5.6636  3.9117  -4.7305
H  -6.7788  1.9557  -5.8022
H  -5.9037  -0.3076  -5.3692
H  -3.4831  -3.2462  -6.3280
H  -1.9170  -3.3098  -8.2552
H  -0.2458  -1.5074  -8.5362
H  -0.1359  0.3392  -6.9001
H  -1.7237  0.4054  -4.9985
H  -0.9283  -2.0806  -3.8512
H  0.3014  -3.1797  -2.0325
H  -0.7928  -3.6143  0.1394
H  -3.1864  -3.0724  0.4374
H  -4.4638  -2.0784  -1.4569
H  -1.8459  4.4398  -1.7568
H  -2.8396  6.0022  -0.1366
H  -4.3933  5.1815  1.5981
H  -4.8715  2.7664  1.7828
H  -5.8956  -1.6725  0.4412
H  -8.1753  -1.9699  -0.4379
H  -9.2494  -0.1678  -1.7486
H  -8.0159  1.9440  -2.1639
H  -5.7500  2.2452  -1.2652
H  -6.1654  0.2830  2.2611
H  -6.0717  -0.2497  4.6544
H  -3.9063  -0.7196  5.7484
H  -1.8068  -0.6337  4.4081
H  -1.9042  -0.0787  2.0247
C  7.4651  1.6035  -0.2772
C  7.0960  0.1239  -0.4579
C  8.0554  -0.4786  -1.4884
C  7.3087  -0.6170  0.8734
C  5.6295  -0.0233  -0.8686
C  4.6447  0.4874  -0.0653
C  3.2727  0.2947  -0.3482
N  2.2513  0.7970  0.3495
C  2.2134  1.2247  1.5963
C  3.1825  0.9258  2.5989
C  3.0712  1.4145  3.8567
C  1.9558  2.2582  4.1490
C  0.9251  2.5297  3.3001
C  0.9925  2.0006  1.9376
O  0.1274  2.1993  1.0727
C  -0.2342  3.3779  3.8539
C  -0.7439  2.7608  5.1691
C  -1.4533  3.5094  2.9366
C  0.2973  4.7943  4.1350
C  4.0048  1.0191  4.9925
C  5.1434  0.1225  4.5044
C  4.6246  2.2772  5.6202
C  3.1911  0.2436  6.0438
C  2.8658  -0.4878  -1.5320
O  1.6800  -0.8350  -1.6632
C  3.9283  -0.8655  -2.4483
C  5.2301  -0.6833  -2.0569
C  3.6651  -1.5067  -3.8237
C  3.9967  -3.0053  -3.7385
C  2.2233  -1.3603  -4.3324
C  4.5664  -0.8486  -4.8830
H  8.5102  1.7004  0.0323
H  6.8417  2.0794  0.4803
H  7.3290  2.1450  -1.2156
H  9.0835  -0.3781  -1.1327
H  7.9760  0.0354  -2.4490
H  7.8521  -1.5405  -1.6399
H  8.3526  -0.5473  1.1966
H  7.0463  -1.6709  0.7613
H  6.6756  -0.2000  1.6569
H  4.9054  1.1207  0.7733
H  3.9411  0.1964  2.3528
H  1.8984  2.6589  5.1541
H  -1.1118  1.7505  4.9869
H  -1.5659  3.3636  5.5640
H  0.0328  2.7085  5.9346
H  -1.8772  2.5364  2.6989
H  -1.2131  4.0010  1.9983
H  -2.2167  4.0961  3.4568
H  1.0966  4.7750  4.8798
H  -0.5071  5.4360  4.5058
H  0.6953  5.2344  3.2183
H  5.7439  0.6341  3.7481
H  4.7548  -0.8055  4.0817
H  5.7971  -0.1309  5.3422
H  5.2008  2.8260  4.8716
H  5.2932  2.0014  6.4403
H  3.8613  2.9485  6.0164
H  2.6538  -0.5776  5.5637
H  2.4555  0.8915  6.5251
H  3.8466  -0.1626  6.8198
H  6.0069  -1.0301  -2.7261
H  3.3759  -3.4786  -2.9755
H  5.0447  -3.1601  -3.4701
H  3.8065  -3.4992  -4.6964
H  1.5262  -1.9214  -3.7194
H  2.1654  -1.7257  -5.3628
H  1.9034  -0.3174  -4.3143
H  5.6283  -0.9962  -4.6792
H  4.3732  0.2254  -4.9212
H  4.3549  -1.2733  -5.8678
Br  0.4157  -9.1251  3.7554
C  0.4938  -7.2194  3.5335
C  -0.5972  -6.5582  3.0010
C  -0.5272  -5.1791  2.8504
C  0.5979  -4.4694  3.2516
C  1.6733  -5.1662  3.7871
C  1.6390  -6.5474  3.9214
C  0.6228  -2.9268  3.1498
O  1.3327  -2.3534  3.9969
O  -0.0742  -2.4473  2.2278
H  -1.4802  -7.1075  2.7030
H  -1.3551  -4.6317  2.4160
H  2.5425  -4.6098  4.1152
H  2.4816  -7.0877  4.3319

***

Density functional theory data (ωB97M-V with the def2-TZVPD basis set) for C72H87N4O7S2Tl as an isolated structure.

For the LUMO energy (alpha / beta), the calculation gives -1.61 / -1.51 eV. The calculation puts the HOMO energy (alpha / beta) at -0.2779 / -0.2795 Ha. For the HOMO-LUMO gap (alpha / beta), the calculation gives 5.9 / 6.1 eV.

Atoms and positions in Å:
Tl  0.6519  -0.7647  0.0230
C  0.6716  2.4654  2.5826
O  0.1457  1.9480  1.3575
C  -1.0046  2.5464  0.9113
C  -2.2206  2.2798  1.5186
C  -2.3660  1.2356  2.6238
C  -3.1732  0.0484  2.1488
C  -4.5371  0.0271  2.2179
C  -5.3139  -1.0352  1.7000
C  -4.6598  -2.0573  0.9981
C  -3.2921  -2.1039  0.8896
C  -2.5901  -3.1525  0.0764
C  -2.4359  -2.8971  -1.4228
C  -2.3051  -3.9920  -2.2669
C  -1.9897  -3.8490  -3.6106
C  -1.7382  -2.5602  -4.0617
C  -1.9221  -1.4162  -3.2838
C  -1.7252  -0.0875  -4.0121
C  -0.5775  0.8752  -3.7561
C  0.1850  1.3381  -4.7889
C  1.0568  2.4480  -4.6523
C  1.0434  3.1764  -3.4497
C  0.3470  2.7354  -2.3512
C  0.3580  3.4847  -1.0304
C  -0.9264  3.3627  -0.2235
C  -2.0748  3.9955  -0.6592
C  -3.3102  3.8179  -0.0273
C  -3.3555  2.9469  1.0477
C  -4.5491  4.5284  -0.5706
C  -4.3034  6.0446  -0.5984
C  -5.7907  4.2574  0.2802
C  -4.8279  4.0334  -1.9986
C  -0.3709  1.4801  -2.4545
O  -0.7902  0.9269  -1.4258
C  1.9088  2.8621  -5.8448
C  0.9794  3.3100  -6.9862
C  2.7581  1.6653  -6.3085
C  2.8583  4.0133  -5.5101
C  -2.3766  -1.6092  -1.9695
O  -2.7859  -0.6164  -1.1144
C  -3.9000  0.1777  -1.4800
C  -1.9783  -5.0283  -4.5869
C  -0.6179  -5.1396  -5.2840
C  -3.0688  -4.7980  -5.6458
C  -2.2673  -6.3552  -3.8863
C  -2.4851  -1.1226  1.6125
O  -1.2617  -1.2900  1.7975
C  -6.8221  -1.0171  1.9062
C  -7.4218  0.1812  1.1550
C  -7.1209  -0.8782  3.4097
C  -7.4914  -2.2980  1.4050
H  0.1417  3.3719  2.8796
H  1.7247  2.6952  2.4310
H  0.5846  1.7187  3.3740
H  -2.8612  1.6912  3.4827
H  -1.3872  0.8776  2.9312
H  -5.0404  0.8684  2.6838
H  -5.2372  -2.8263  0.4996
H  -3.0882  -4.1152  0.2012
H  -1.5810  -3.2511  0.4909
H  -2.4576  -4.9780  -1.8472
H  -1.4116  -2.4169  -5.0877
H  -2.6339  0.5056  -3.9051
H  -1.6684  -0.3295  -5.0726
H  0.0943  0.8543  -5.7562
H  1.6216  4.0886  -3.3628
H  0.5397  4.5371  -1.2556
H  1.1995  3.1214  -0.4333
H  -2.0055  4.6231  -1.5438
H  -4.2979  2.7463  1.5440
H  -4.0312  6.4089  0.3947
H  -5.2079  6.5670  -0.9213
H  -3.4996  6.3077  -1.2882
H  -5.6534  4.6015  1.3083
H  -6.0416  3.1934  0.2973
H  -6.6436  4.7927  -0.1429
H  -3.9728  4.2085  -2.6547
H  -5.6917  4.5562  -2.4189
H  -5.0407  2.9610  -1.9986
H  0.3435  2.4914  -7.3292
H  1.5730  3.6555  -7.8362
H  0.3348  4.1286  -6.6589
H  2.1746  0.7481  -6.3980
H  3.5664  1.4770  -5.5975
H  3.2037  1.8824  -7.2824
H  2.3187  4.9432  -5.3133
H  3.5227  4.1896  -6.3584
H  3.4759  3.7783  -4.6405
H  -4.7670  -0.4540  -1.7014
H  -3.6973  0.8278  -2.3283
H  -4.1185  0.8091  -0.6197
H  -0.3724  -4.2255  -5.8284
H  -0.6293  -5.9634  -6.0026
H  0.1733  -5.3322  -4.5550
H  -2.8673  -3.8998  -6.2330
H  -4.0448  -4.6778  -5.1700
H  -3.1206  -5.6487  -6.3311
H  -1.4915  -6.5996  -3.1570
H  -2.2981  -7.1574  -4.6265
H  -3.2328  -6.3380  -3.3742
H  -6.9604  1.1212  1.4674
H  -8.4947  0.2485  1.3537
H  -7.2783  0.0743  0.0766
H  -6.7940  0.0858  3.8027
H  -6.6183  -1.6644  3.9776
H  -8.1964  -0.9634  3.5833
H  -7.3696  -2.4261  0.3269
H  -8.5621  -2.2500  1.6133
H  -7.0888  -3.1800  1.9084
S  3.5033  0.5664  1.3078
C  4.1348  -0.6085  0.3154
N  4.7098  -1.7314  0.7445
C  5.1563  -2.7313  -0.2149
C  5.8994  -2.0445  -1.3214
N  5.0378  -1.0281  -1.9162
C  5.2461  -0.7948  -3.3486
C  4.7239  -1.9391  -4.1829
C  5.5857  -2.7751  -4.8849
C  5.0883  -3.8447  -5.6210
C  3.7220  -4.0824  -5.6567
C  2.8581  -3.2476  -4.9559
C  3.3524  -2.1830  -4.2194
C  4.0910  -0.3974  -1.2040
S  2.9350  0.5814  -1.8882
C  4.8355  -2.0942  2.1605
C  6.2853  -2.0708  2.5806
C  6.9549  -0.8540  2.7134
C  8.2908  -0.8245  3.0836
C  8.9747  -2.0117  3.3258
C  8.3159  -3.2245  3.1941
C  6.9763  -3.2523  2.8209
H  4.2976  -3.2805  -0.6124
H  5.8112  -3.4338  0.2962
H  6.1500  -2.7676  -2.0962
H  6.8246  -1.5927  -0.9490
H  6.3174  -0.6548  -3.5109
H  4.7236  0.1227  -3.5995
H  6.6544  -2.5835  -4.8604
H  5.7696  -4.4949  -6.1559
H  3.3303  -4.9189  -6.2227
H  1.7892  -3.4231  -4.9741
H  2.6717  -1.5577  -3.6518
H  4.3904  -3.0798  2.2979
H  4.2485  -1.3840  2.7317
H  6.4140  0.0685  2.5285
H  8.7995  0.1260  3.1898
H  10.0151  -1.9892  3.6255
H  8.8419  -4.1528  3.3828
H  6.4603  -4.2029  2.7282
C  5.0127  -5.9912  0.9374
C  3.6341  -6.6023  1.1724
C  2.4851  -5.8438  0.5040
C  1.1392  -6.5129  0.9365
C  0.0245  -6.5084  -0.1009
C  2.6505  -5.9264  -1.0012
O  3.0889  -6.9052  -1.5755
N  2.2446  -4.8205  -1.6955
C  1.7839  -3.6153  -1.1256
O  1.3204  -2.7755  -1.9057
N  1.9298  -3.4086  0.1938
C  2.4103  -4.3868  1.0046
O  2.7455  -4.1665  2.1630
H  5.7858  -6.5974  1.4141
H  5.0620  -4.9881  1.3655
H  5.2423  -5.9403  -0.1306
H  3.4244  -6.6428  2.2410
H  3.6180  -7.6199  0.7787
H  0.7988  -5.9978  1.8364
H  1.3623  -7.5417  1.2266
H  -0.2341  -5.4891  -0.3923
H  -0.8727  -6.9814  0.3060
H  0.3168  -7.0601  -0.9968
H  2.2655  -4.8631  -2.7036

***

It is found that the max |F| values, taken in the order of the records, are 1.16, 0.41 eV Å⁻¹.
It is found that the energy values, taken in the order of the records, are -182718.11238, -122735.95291 eV.